Formula: C13H5Cl4N2O6
Source: the Open Molecules 2025 dataset
Level of theory: ωB97M-V with the def2-TZVPD basis set

charge = -1
energy above the lowest of the compared OMol25 structures with the same formula, charge and spin = 0.0 kJ/mol
LUMO energy = -0.0093 Eh
HOMO level = -3.81 eV
frontier orbital gap = 3.5538 eV

XYZ file:
```
30
Properties=species:S:1:pos:R:3:mulliken_charge:R:1
Cl -0.8450 3.2364 2.1091 -0.125
C -0.6710 1.5672 2.4269 0.239
C -1.7277 0.7917 2.8005 0.267
Cl -3.3091 1.4102 2.9356 -0.149
C -1.5688 -0.6494 3.1393 0.246
O -2.5207 -1.3555 3.4599 -0.632
C -0.1799 -1.1791 3.0600 0.307
Cl 0.0081 -2.8162 3.4959 -0.151
C 0.8730 -0.3977 2.6826 0.235
Cl 2.4756 -0.9866 2.6787 -0.116
C 0.7111 1.0314 2.3139 0.259
O 1.6673 1.7569 2.0268 -0.496
O 1.2248 4.5626 -4.4128 -0.589
N 1.4398 5.4238 -3.5340 0.971
O 1.1859 6.6411 -3.6946 -0.643
C 1.9909 5.0494 -2.2692 -0.063
C 2.1866 6.0554 -1.3134 -0.450
C 2.7160 5.7203 -0.0664 -0.494
C 3.0164 4.3918 0.2458 -0.678
C 2.7843 3.3371 -0.6949 1.179
C 3.0873 1.9804 -0.3661 -1.531
N 3.0206 0.9888 -1.3008 0.902
O 3.4067 -0.1880 -1.0352 -0.768
O 2.5407 1.2377 -2.4524 -0.745
C 2.2841 3.7073 -1.9711 -0.481
H 1.8977 7.0691 -1.5718 0.437
H 2.8789 6.5191 0.6618 0.349
H 3.4549 4.1113 1.2045 0.337
H 3.4466 1.7035 0.6230 0.552
H 2.1517 2.9236 -2.7078 0.834
```

Formula: C13H6Cl4NO4
Source: the Open Molecules 2025 dataset
Level of theory: ωB97M-V with the def2-TZVPD basis set

charge = -1
energy above the lowest of the compared OMol25 structures with the same formula, charge and spin = 0.0 kJ/mol
LUMO energy = 0.0975 Eh
HOMO level = -3.82 eV
frontier orbital gap = 6.4731 eV

XYZ file:
```
28
Properties=species:S:1:pos:R:3:mulliken_charge:R:1
O -3.0407 0.9020 -1.0165 -0.562
N -2.3996 -0.0391 -0.5333 0.975
O -2.9107 -0.9725 0.1112 -0.591
C -0.8249 -0.0486 -0.5950 -0.172
O -0.3764 0.3688 0.6425 -0.192
C 0.2762 1.5464 0.6128 -0.391
C 1.6948 1.4836 0.8782 0.135
O 2.2845 0.4042 1.0571 -0.826
C 2.3781 2.7411 1.1392 0.246
Cl 4.0284 2.6242 1.5104 -0.200
C 1.6769 3.9171 1.2999 0.138
Cl 2.5110 5.3177 1.7485 -0.217
C 0.2657 3.8772 1.2992 0.289
Cl -0.5654 5.2624 1.7512 -0.253
C -0.4149 2.7088 0.9070 0.292
Cl -2.1249 2.6811 1.1189 -0.215
C -0.4685 -1.4917 -0.7547 0.515
C -0.8250 -2.3820 0.2646 -0.041
C -0.6028 -3.7677 0.0665 -0.768
C -0.0146 -4.1802 -1.1483 -0.295
C 0.3934 -3.2642 -2.1479 -0.717
C 0.1880 -1.9092 -1.9195 -0.413
H -0.4920 0.5970 -1.4289 0.504
H -1.2524 -1.9460 1.1741 0.390
H -0.8746 -4.4673 0.8892 0.311
H 0.1394 -5.2405 -1.2883 0.359
H 0.9112 -3.6215 -3.0364 0.373
H 0.4398 -1.1012 -2.6018 0.324
```

Formula: C13H6F3N4O7
Source: the Open Molecules 2025 dataset
Level of theory: ωB97M-V with the def2-TZVPD basis set

charge = -1
LUMO energy = 0.0003 Eh
HOMO level = -4.01 eV
frontier orbital gap = 4.0138 eV

XYZ file:
```
33
Properties=species:S:1:pos:R:3:mulliken_charge:R:1
F 2.5063 -0.5711 3.4014 -0.286
C 2.0408 0.5489 2.7695 0.892
F 2.5868 1.6269 3.4070 -0.286
F 2.5579 0.5318 1.4978 -0.272
C 0.5394 0.6058 2.7462 0.178
C -0.1126 1.8379 2.6462 -0.511
C -1.4836 1.8710 2.5799 -0.678
C -2.2885 0.6657 2.4105 0.326
O -3.4661 0.6886 1.9778 -0.686
C -1.5591 -0.5572 2.7373 -0.390
C -0.1863 -0.5830 2.8018 -0.580
H 0.4599 2.7631 2.6340 0.330
H -2.0110 2.8184 2.5370 0.347
H -2.1322 -1.4780 2.8306 0.417
H 0.3275 -1.5362 2.9016 0.349
O -9.7216 -2.1834 1.9372 -0.567
N -9.0055 -1.5871 1.1155 0.908
O -9.4716 -0.8246 0.2339 -0.601
C -7.5517 -1.7136 1.1362 -0.552
C -6.8220 -0.8766 0.2908 -0.294
C -5.4081 -0.8906 0.3015 -0.444
N -4.6842 -0.1230 -0.6848 1.042
O -5.3102 0.6979 -1.3904 -0.650
O -3.4591 -0.3082 -0.7962 -0.562
C -4.6835 -1.7023 1.1936 -0.399
C -5.4044 -2.6199 1.9323 0.389
N -4.9614 -3.7414 2.6595 0.827
O -3.8482 -4.1924 2.8757 -0.672
O -6.1064 -4.3891 3.1082 -0.189
N -7.2540 -3.7344 2.6800 -0.543
C -6.8133 -2.6730 1.9606 0.748
H -7.3398 -0.2103 -0.3959 0.620
H -3.6064 -1.7181 1.2444 0.792
```